No. 1
DFT (ωB97M-V/def2-TZVPD) results for a single CH4INS molecule.

Properties
E_HOMO = -8.8 eV
max |F| = 3.08 eV/A
HOMO-LUMO gap = 8.241 eV
calculated total energy = -791.0459 Ha

CARTESIAN COORDINATES (ANGSTROEM)
C 0.37 -0.22 -0.73
N -0.58 0.62 0.03
H 0.84 -0.31 1.66
H -0.10 -0.08 -1.72
H 1.25 0.43 -0.57
H 0.58 -1.27 -0.28
S 0.16 0.86 1.79
I -2.52 -0.03 -0.19

Atomic partial charges in e from the natural (NBO) method, atoms 1 to 6: -0.453 -0.684 0.103 0.226 0.218 0.183


No. 2
DFT (ωB97M-V/def2-TZVPD) results for a molecular structure, CH4INS.

Properties
E_HOMO = -9.0 eV
max |F| = 1.06 eV/A
HOMO-LUMO gap = 8.365 eV
calculated total energy = -791.0816 Ha

CARTESIAN COORDINATES (ANGSTROEM)
N 0.54 0.34 0.47
H -1.40 -0.26 0.79
I 2.44 -0.42 -0.13
C -0.50 -0.65 0.31
H -0.29 1.57 -1.37
S 0.13 1.86 -0.12
H -0.74 -0.87 -0.74
H -0.19 -1.57 0.80

Atomic partial charges in e from the natural (NBO) method, atoms 1 to 6: -0.706 0.217 0.226 -0.434 0.066 0.244


No. 3
DFT (ωB97M-V/def2-TZVPD) results for a single CH4INS molecule.

Properties
E_HOMO = -8.7 eV
max |F| = 3.04 eV/A
HOMO-LUMO gap = 8.241 eV
calculated total energy = -791.0524 Ha

CARTESIAN COORDINATES (ANGSTROEM)
H 0.38 -2.18 1.18
N 0.95 -0.46 0.29
I 2.94 0.11 -0.03
H 0.59 1.58 0.08
H -0.83 0.38 0.33
S 0.33 -2.07 -0.10
C 0.03 0.64 -0.24
H -0.08 0.39 -1.31

Atomic partial charges in e from the natural (NBO) method, atoms 1 to 6: 0.122 -0.744 0.253 0.218 0.211 0.177


No. 4
DFT (ωB97M-V/def2-TZVPD) results for a molecular structure, CH4INS.

Properties
E_HOMO (spin up / spin down) = -8.4 / -8.4 eV
max |F| = 5.15 eV/A
HOMO-LUMO gap (spin up / spin down) = 7.241 / 7.241 eV
calculated total energy = -791.0426 Ha

CARTESIAN COORDINATES (ANGSTROEM)
N -1.36 1.09 -0.70
H -1.78 2.32 -0.85
H 1.33 -0.46 0.99
C 0.37 -0.47 0.35
I -3.18 -0.08 0.03
S 0.00 1.28 0.30
H -0.46 -1.01 0.86
H 0.59 -0.83 -0.63

Atomic partial charges in e from the natural (NBO) method, atoms 1 to 6: -0.912 0.408 0.233 -0.777 0.102 0.476


No. 5
DFT (ωB97M-V/def2-TZVPD) results for a single CH4INS molecule.

Properties
E_HOMO = -9.2 eV
max |F| = 5.88 eV/A
HOMO-LUMO gap = 7.381 eV
calculated total energy = -791.0354 Ha

CARTESIAN COORDINATES (ANGSTROEM)
H -0.63 -1.12 1.03
I 0.07 2.76 1.91
H 0.76 -0.72 -1.93
H -0.55 -0.84 -1.78
H -0.88 0.53 0.31
N 0.18 -0.92 -1.17
S 1.21 0.50 1.25
C -0.16 -0.19 0.39

Atomic partial charges in e from the natural (NBO) method, atoms 1 to 6: 0.230 0.008 0.368 0.342 0.211 -0.907


No. 6
DFT (ωB97M-V/def2-TZVPD) results for 2 unconnected molecules or ions with the total composition CH4IOPS.

Properties
E_HOMO = -9.2 eV
max |F| = 2.61 eV/A
HOMO-LUMO gap = 8.889 eV
calculated total energy = -1152.9062 Ha

CARTESIAN COORDINATES (ANGSTROEM)
H -0.66 1.54 -1.78
S 1.08 -3.12 1.32
I -3.24 3.37 -0.32
H 0.02 -2.43 1.06
P -1.27 2.32 0.65
H 0.44 1.09 -0.24
O 1.94 -2.00 0.42
C -0.47 1.57 -0.68
H 2.15 -2.34 -0.42

Atomic partial charges in e from the natural (NBO) method, atoms 1 to 6: 0.241 0.293 -0.151 0.083 0.515 0.231


No. 7
DFT (ωB97M-V/def2-TZVPD) results for a single CH4IP molecule.

Properties
E_HOMO = -9.0 eV
max |F| = 0.43 eV/A
HOMO-LUMO gap = 9.266 eV
calculated total energy = -679.5509 Ha

CARTESIAN COORDINATES (ANGSTROEM)
H -1.02 -0.83 1.08
H -0.45 -1.44 -0.48
C -0.58 -0.54 0.13
H 0.58 1.42 0.94
I 1.62 1.04 -1.74
P 1.08 0.20 0.47
H -1.24 0.15 -0.38

Atomic partial charges in e from the natural (NBO) method, atoms 1 to 6: 0.235 0.236 -0.935 -0.037 -0.148 0.417


No. 8
DFT (ωB97M-V/def2-TZVPD) results for a molecular structure, CH4InN2O.

Properties
net charge = +3
E_HOMO = -25.2 eV
max |F| = 5.56 eV/A
HOMO-LUMO gap = 3.961 eV
calculated total energy = -413.8546 Ha

CARTESIAN COORDINATES (ANGSTROEM)
H 2.13 0.09 0.33
O 0.27 0.63 -1.11
C 0.23 0.17 0.00
N -0.87 -0.28 0.56
H -0.80 -0.51 1.54
H -1.80 -0.24 0.14
H 0.93 -0.69 1.45
In -1.30 0.86 -3.65
N 1.21 -0.03 0.75

Atomic partial charges in e from the natural (NBO) method, atoms 1 to 6: 0.502 -0.289 0.667 -0.403 0.463 0.478


No. 9
DFT (ωB97M-V/def2-TZVPD) results for a single CH4N2 molecule.

Properties
E_HOMO = -10.5 eV
max |F| = 0.86 eV/A
HOMO-LUMO gap = 11.519 eV
calculated total energy = -149.9892 Ha

CARTESIAN COORDINATES (ANGSTROEM)
N -0.96 1.19 0.22
H -0.27 1.85 -0.20
C -0.49 0.02 0.22
N 0.80 -0.37 -0.34
H 1.37 -0.70 0.42
H -1.10 -0.80 0.65
H 0.66 -1.18 -0.96

Atomic partial charges in e from the natural (NBO) method, atoms 1 to 6: -0.600 0.342 0.262 -0.883 0.368 0.143


No. 10
DFT (ωB97M-V/def2-TZVPD) results for 2 unconnected molecules or ions with the total composition CH4N2O.

Properties
E_HOMO (spin up / spin down) = -9.7 / -9.6 eV
max |F| = 2.94 eV/A
HOMO-LUMO gap (spin up / spin down) = 9.939 / 8.873 eV
calculated total energy = -225.0443 Ha

CARTESIAN COORDINATES (ANGSTROEM)
H -2.45 0.21 0.90
H -2.46 -0.44 -0.70
N -0.58 0.07 0.06
O 0.30 -0.36 -0.63
C -1.84 -0.01 0.10
H 1.98 0.07 0.82
H 2.86 -0.04 -0.53
N 2.18 0.50 -0.03

Atomic partial charges in e from the natural (NBO) method, atoms 1 to 6: 0.195 0.176 0.097 -0.213 -0.253 0.296


No. 11
DFT (ωB97M-V/def2-TZVPD) results for 3 unconnected molecules or ions with the total composition CH4N2O.

Properties
E_HOMO (spin up / spin down) = -8.5 / -8.3 eV
max |F| = 5.52 eV/A
HOMO-LUMO gap (spin up / spin down) = 8.426 / 8.321 eV
calculated total energy = -225.0263 Ha

CARTESIAN COORDINATES (ANGSTROEM)
O -0.20 -1.39 -0.51
H 1.54 -0.16 -1.22
N -0.95 0.61 0.88
C 0.38 -0.22 -0.36
H 0.34 -1.90 -1.15
H -1.33 1.52 0.63
N 0.79 0.88 -0.10
H -0.56 0.67 1.82

Atomic partial charges in e from the natural (NBO) method, atoms 1 to 6: -0.640 -0.023 -0.892 0.558 0.519 0.353


No. 12
DFT (ωB97M-V/def2-TZVPD) results for 2 unconnected molecules or ions with the total composition CH4N2O.

Properties
E_HOMO = -9.9 eV
max |F| = 6.61 eV/A
HOMO-LUMO gap = 10.652 eV
calculated total energy = -225.2358 Ha

CARTESIAN COORDINATES (ANGSTROEM)
O -1.05 0.11 1.72
N 0.54 -1.33 1.08
H 0.73 0.82 -0.98
H -0.47 0.35 -2.19
H -0.87 1.34 -0.92
H 1.53 -1.41 0.99
N -0.26 0.58 -1.16
C -0.13 -0.47 1.46

Atomic partial charges in e from the natural (NBO) method, atoms 1 to 6: -0.500 -0.754 0.363 0.371 0.366 0.407


No. 13
DFT (ωB97M-V/def2-TZVPD) results for a molecular structure, CH4N2O2.

Properties
E_HOMO = -9.5 eV
max |F| = 8.62 eV/A
HOMO-LUMO gap = 10.134 eV
calculated total energy = -300.2674 Ha

CARTESIAN COORDINATES (ANGSTROEM)
N 1.09 0.33 0.07
O -2.43 -0.54 -0.26
C -0.33 0.22 -0.02
H 2.09 -1.28 0.54
H -0.61 1.35 -0.22
H 1.76 0.99 -0.41
H -2.33 0.54 0.29
O 1.82 -0.90 -0.23
N -1.06 -0.70 0.25

Atomic partial charges in e from the natural (NBO) method, atoms 1 to 6: -0.370 -0.514 0.215 0.462 0.134 0.412


No. 14
DFT (ωB97M-V/def2-TZVPD) results for 2 unconnected molecules or ions with the total composition CH4N2O2.

Properties
E_HOMO (spin up / spin down) = -10.4 / -9.9 eV
max |F| = 4.59 eV/A
HOMO-LUMO gap (spin up / spin down) = 7.773 / 9.493 eV
calculated total energy = -300.2242 Ha

CARTESIAN COORDINATES (ANGSTROEM)
O -0.83 -1.14 1.03
N 1.37 0.24 0.79
H -1.60 -1.43 -2.10
N -0.87 -1.62 -0.12
H -1.88 -0.04 -0.69
C -1.58 -1.01 -1.08
O -0.08 -2.56 -0.42
H 2.09 -0.34 1.25
H 0.45 0.54 1.19

Atomic partial charges in e from the natural (NBO) method, atoms 1 to 6: -0.402 -0.671 0.226 0.382 0.214 -0.044


No. 15
DFT (ωB97M-V/def2-TZVPD) results for 2 unconnected molecules or ions with the total composition CH4N2O2.

Properties
E_HOMO = -10.1 eV
max |F| = 2.24 eV/A
HOMO-LUMO gap = 10.186 eV
calculated total energy = -300.3549 Ha

CARTESIAN COORDINATES (ANGSTROEM)
C -1.26 -0.69 0.47
O 2.00 -1.05 -0.53
N -2.05 0.07 -0.19
H -1.35 -1.77 0.32
N 2.18 0.06 -0.13
O 1.51 0.97 -0.92
H -2.06 1.01 0.14
H 1.57 1.88 -0.53
H -0.53 -0.48 1.37

Atomic partial charges in e from the natural (NBO) method, atoms 1 to 6: -0.040 -0.279 -0.593 0.160 0.344 -0.547


No. 16
DFT (ωB97M-V/def2-TZVPD) results for 2 unconnected molecules or ions with the total composition CH4N2O2.

Properties
E_HOMO = -9.9 eV
max |F| = 2.82 eV/A
HOMO-LUMO gap = 10.072 eV
calculated total energy = -300.3510 Ha

CARTESIAN COORDINATES (ANGSTROEM)
H 1.06 1.36 1.86
N -0.50 -0.51 -1.38
H -0.21 0.07 1.47
N -0.35 0.50 -0.62
H 0.33 -1.18 -1.53
O 1.64 -0.49 1.07
H -1.29 0.79 -0.46
C 0.86 0.32 1.51
O -1.54 -0.86 -1.92

Atomic partial charges in e from the natural (NBO) method, atoms 1 to 6: 0.116 0.198 0.103 -0.451 0.376 -0.538


No. 17
DFT (ωB97M-V/def2-TZVPD) results for a single CH4N2O2 molecule.

Properties
E_HOMO = -9.5 eV
max |F| = 3.65 eV/A
HOMO-LUMO gap = 10.269 eV
calculated total energy = -300.3541 Ha

CARTESIAN COORDINATES (ANGSTROEM)
H 2.33 -0.91 0.07
C 0.04 0.96 -0.11
O 1.40 -0.86 0.21
N -1.01 0.26 0.50
H -1.86 0.78 0.35
N 1.27 0.49 -0.24
H -0.09 1.96 -0.52
H -0.92 -1.76 0.15
O -1.17 -0.92 -0.42

Atomic partial charges in e from the natural (NBO) method, atoms 1 to 6: 0.477 0.146 -0.574 -0.344 0.357 -0.150


No. 18
DFT (ωB97M-V/def2-TZVPD) results for a single CH4N2O2S molecule.

Properties
E_HOMO = -9.6 eV
max |F| = 1.79 eV/A
HOMO-LUMO gap = 10.128 eV
calculated total energy = -698.6319 Ha

CARTESIAN COORDINATES (ANGSTROEM)
H 1.24 1.15 2.39
C 0.58 -0.48 -0.13
O -1.64 -0.31 -0.83
H -1.69 0.08 -1.68
S 1.29 1.75 1.23
O 1.60 -1.05 0.16
H -0.68 1.08 0.26
N -0.42 -1.00 -0.96
H -0.55 -1.99 -0.77
N 0.29 0.77 0.33

Atomic partial charges in e from the natural (NBO) method, atoms 1 to 6: 0.089 0.740 -0.563 0.477 0.231 -0.605


No. 19
DFT (ωB97M-V/def2-TZVPD) results for a single CH4N2O2S molecule.

Properties
E_HOMO = -9.8 eV
max |F| = 4.42 eV/A
HOMO-LUMO gap = 9.802 eV
calculated total energy = -698.5787 Ha

CARTESIAN COORDINATES (ANGSTROEM)
H -0.17 -1.62 -0.28
O -2.13 -1.03 -0.15
H -2.11 0.00 -0.49
H 1.03 1.79 -0.61
O -1.24 1.26 0.19
C -0.36 0.39 0.03
S 2.29 -0.44 -0.05
N -0.69 -0.94 0.23
N 0.93 0.68 -0.28
H 2.45 -0.08 1.41

Atomic partial charges in e from the natural (NBO) method, atoms 1 to 6: 0.375 -0.557 0.478 0.444 -0.635 0.713


No. 20
DFT (ωB97M-V/def2-TZVPD) results for 2 unconnected molecules or ions with the total composition CH4N2O2S.

Properties
E_HOMO = -9.4 eV
max |F| = 2.06 eV/A
HOMO-LUMO gap = 8.978 eV
calculated total energy = -698.5481 Ha

CARTESIAN COORDINATES (ANGSTROEM)
O 0.45 -1.45 -0.64
C -0.49 -0.95 0.25
H 0.51 0.14 1.50
N -0.42 -0.22 1.29
O 2.52 -1.68 -0.98
S -1.44 2.43 0.04
H -0.03 2.44 -0.08
H -1.45 -1.33 -0.01
N 1.79 -1.24 -0.22
H -1.45 1.87 -1.16

Atomic partial charges in e from the natural (NBO) method, atoms 1 to 6: -0.409 0.371 0.350 -0.635 -0.220 -0.272